The following is a DFT calculation (the ωB97M-V functional and the def2-TZVPD basis) of the molecule C5H7N at a distorted geometry.

The geometry in XYZ format:
```
13
Properties=species:S:1:pos:R:3:forces:R:3:lowdin_charge:R:1
C 1.1607 -0.0210 -0.5770 0.6 0.3 -1.0 -0.10
C 0.5025 1.1368 -0.5183 1.0 0.0 0.0 -0.04
C -0.6531 0.9761 0.3834 0.5 0.6 -0.2 -0.45
N -1.7851 0.3338 -0.1938 -0.2 -2.4 2.2 0.11
C -0.5066 -0.3825 0.8931 -2.4 0.0 -0.5 -0.10
C 0.4656 -1.1773 0.0773 0.1 0.6 0.2 -0.17
H 2.1054 -0.1629 -1.0487 0.4 0.0 -0.7 0.09
H 0.7415 2.0531 -1.0383 0.2 0.0 0.1 0.10
H -0.9486 1.7640 1.0777 0.2 0.0 -0.2 0.14
H -1.5853 -0.2077 -1.0412 0.4 0.5 0.2 0.07
H -0.6022 -0.6604 1.9383 -1.1 0.1 -0.2 0.12
H 1.1355 -1.7942 0.6794 -0.1 0.1 0.1 0.11
H -0.0304 -1.8579 -0.6320 0.3 0.2 0.0 0.12
```
Forces are in eV/Å.

Calculated values
F_max = 3.26 eV/A
Structure (SMILES) = C1=C[C@H]2N[C@H]2C1
Gap between HOMO and LUMO = 10.04 eV
Electronic energy = -249.36146 hartree